{"formula": "C25H35N3O4PRhS", "method": "wB97M-V/def2-TZVPD", "e_tot_ha": -2288.93171, "gap_ev": [7.7116, 6.5102], "spin_multiplicity": 5, "homo_ev": [-7.39, -8.52], "species": ["Rh", "C", "C", "C", "P", "C", "C", "C", "C", "C", "C", "C", "C", "C", "C", "N", "C", "C", "C", "C", "C", "C", "C", "C", "C", "H", "H", "H", "H", "H", "H", "H", "H", "H", "H", "H", "H", "H", "H", "H", "H", "H", "H", "H", "H", "H", "H", "H", "H", "H", "H", "H", "H", "H", "H", "H", "N", "C", "C", "N", "C", "H", "H", "H", "H", "O", "S", "O", "O", "O"], "coordinates": [[0.314030, -0.015952, -0.453381], [-0.162555, 0.611225, 4.685308], [-0.497843, 0.783349, 3.205248], [-2.013337, 0.888094, 2.999362], [0.189114, -0.461816, 2.019861], [1.621932, -1.239673, 2.878730], [2.070660, -2.507947, 2.147463], [2.769932, -0.228710, 2.983938], [-1.037941, -1.824133, 1.997032], [-1.467952, -2.508816, 3.123789], [-2.386621, -3.555020, 3.054007], [-2.853832, -4.264904, 4.294524], [-2.874931, -3.926140, 1.793971], [-2.457648, -3.284301, 0.652403], [-1.532621, -2.221067, 0.732411], [-1.109454, -1.553223, -0.383709], [-1.399445, -2.047639, -1.691876], [-0.741135, -3.185096, -2.179666], [0.277274, -3.928703, -1.354233], [-1.011465, -3.580011, -3.481088], [-1.906369, -2.895916, -4.296348], [-2.143849, -3.333984, -5.717475], [-2.553776, -1.787530, -3.771548], [-2.315532, -1.345604, -2.476828], [-3.057005, -0.150087, -1.923707], [-0.604301, 1.439796, 5.246478], [0.909734, 0.617231, 4.877079], [-0.577917, -0.311954, 5.095757], [-0.033690, 1.709809, 2.855750], [-2.530972, 0.092935, 3.541043], [-2.294345, 0.785015, 1.949097], [-2.385202, 1.845688, 3.372678], [1.264858, -1.509895, 3.876033], [2.388301, -2.276225, 1.128314], [1.279085, -3.260643, 2.112343], [2.922852, -2.942299, 2.678160], [3.083361, 0.098615, 1.992622], [3.621442, -0.697327, 3.484996], [2.495153, 0.662903, 3.554799], [-1.063940, -2.241085, 4.095614], [-2.300384, -3.935219, 5.173744], [-2.732044, -5.345907, 4.199004], [-3.914955, -4.072417, 4.471809], [-3.587378, -4.741518, 1.717083], [-2.825265, -3.585136, -0.322835], [1.146621, -3.291744, -1.182421], [0.603943, -4.825598, -1.878502], [-0.113539, -4.231277, -0.379870], [-0.494834, -4.451327, -3.874606], [-2.123925, -4.420825, -5.802359], [-1.367021, -2.939148, -6.377058], [-3.105475, -2.977008, -6.087412], [-3.268689, -1.246993, -4.386024], [-3.785761, 0.212290, -2.648774], [-2.374968, 0.669032, -1.691185], [-3.587309, -0.401476, -1.000100], [-1.973045, 3.878792, -0.904795], [-1.117320, 3.901637, -1.985652], [-0.330384, 2.802684, -1.850945], [-0.691532, 2.113300, -0.702139], [-1.685106, 2.784478, -0.167050], [-2.686804, 4.551865, -0.699987], [-1.141007, 4.682364, -2.728284], [0.486691, 2.452598, -2.462417], [-2.198401, 2.547316, 0.749220], [2.329183, -1.177275, -0.847680], [2.677676, 0.235557, -1.234239], [2.365164, 1.062911, -0.012697], [1.571660, 0.620684, -2.200514], [3.996362, 0.413798, -1.755668]], "forces_ev_per_angstrom": [[-0.35, 0.31, -0.11], [-0.05, 0.01, 0.05], [-0.11, 0.04, -0.05], [0.00, 0.03, 0.06], [0.10, -0.29, 0.04], [0.09, 0.05, -0.13], [0.04, 0.03, 0.00], [0.00, -0.03, 0.04], [-0.05, 0.03, -0.04], [0.08, -0.06, 0.06], [0.00, 0.01, 0.00], [-0.01, 0.02, -0.03], [0.01, -0.02, 0.04], [0.00, 0.00, -0.03], [-0.08, 0.04, -0.24], [0.18, -0.12, 0.07], [-0.17, 0.03, 0.22], [0.13, -0.06, 0.09], [-0.06, 0.10, -0.02], [0.02, -0.09, -0.07], [0.01, -0.03, -0.04], [0.02, 0.02, 0.03], [-0.08, 0.07, -0.06], [-0.16, 0.21, 0.04], [0.05, -0.11, -0.05], [0.02, -0.04, 0.00], [-0.07, -0.01, 0.00], [-0.01, 0.02, -0.04], [-0.01, 0.06, 0.01], [0.04, 0.04, -0.02], [0.00, 0.03, -0.03], [0.00, -0.03, -0.01], [0.02, -0.02, 0.10], [-0.04, 0.01, 0.04], [0.03, 0.03, -0.01], [-0.05, 0.02, -0.02], [-0.01, -0.02, -0.02], [-0.05, 0.03, -0.01], [0.03, -0.07, -0.07], [-0.05, 0.00, -0.05], [-0.01, -0.01, -0.03], [0.00, 0.04, -0.01], [0.03, -0.01, 0.00], [0.04, 0.05, 0.02], [0.00, 0.02, 0.08], [0.06, 0.05, 0.05], [0.00, 0.02, -0.01], [0.00, 0.03, -0.05], [-0.03, 0.06, 0.03], [0.00, 0.01, 0.00], [-0.02, -0.01, 0.03], [0.02, -0.01, 0.02], [0.04, -0.03, 0.05], [0.01, -0.04, 0.01], [-0.03, -0.06, -0.03], [0.03, -0.01, -0.05], [0.02, -0.03, -0.06], [-0.06, -0.04, 0.11], [0.07, -0.05, 0.19], [-0.09, -0.06, -0.31], [0.23, 0.13, -0.08], [-0.06, 0.07, 0.04], [-0.01, -0.08, 0.09], [-0.09, 0.00, 0.06], [-0.03, -0.04, -0.04], [0.12, 0.00, -0.04], [0.32, -0.14, 0.06], [0.08, -0.05, 0.02], [-0.11, -0.07, 0.11], [-0.02, 0.00, 0.00]], "mulliken_spin": [2.308, 0.008, 0.015, 0.006, 0.200, 0.022, -0.008, 0.008, 0.079, -0.065, 0.118, -0.012, -0.053, 0.164, 0.033, 0.688, -0.033, 0.044, -0.014, -0.015, 0.032, -0.002, -0.005, 0.003, -0.027, 0.000, 0.000, 0.000, 0.007, -0.002, -0.009, 0.000, 0.008, -0.003, -0.002, 0.001, -0.003, 0.000, 0.000, 0.002, -0.001, 0.009, 0.011, 0.000, 0.007, -0.001, 0.000, 0.003, 0.001, 0.001, 0.003, 0.000, 0.001, -0.001, 0.009, 0.002, 0.002, 0.003, -0.002, 0.048, 0.006, 0.000, 0.000, 0.005, 0.007, 0.114, -0.047, 0.148, 0.166, 0.014]}

---

{"formula": "C44H43CoNO3P2SSe2", "method": "wB97M-V/def2-TZVPD", "e_tot_ha": -9249.36312, "gap_ev": [6.6571, 5.1326], "relative_energy_kj_mol": 264.21, "spin_multiplicity": 4, "homo_ev": [-6.58, -6.72], "species": ["Co", "O", "S", "C", "C", "C", "C", "C", "C", "P", "C", "C", "C", "C", "C", "C", "C", "C", "C", "C", "C", "C", "C", "C", "C", "C", "C", "C", "P", "C", "C", "C", "C", "C", "C", "C", "C", "C", "C", "C", "C", "H", "H", "H", "H", "H", "H", "H", "H", "H", "H", "H", "H", "H", "H", "H", "H", "H", "H", "H", "H", "H", "H", "H", "H", "H", "H", "H", "H", "O", "C", "C", "C", "O", "C", "Se", "C", "Se", "H", "H", "H", "H", "H", "H", "H", "H", "H", "H", "C", "C", "C", "N", "H", "H", "H", "H", "H"], "coordinates": [[0.459620, -0.734766, 0.495318], [-2.395053, -0.041512, -0.950367], [-0.970561, 0.275985, -0.887491], [-0.831745, 2.048544, -0.727789], [-1.825968, 2.891152, -1.127947], [-1.767566, 4.258064, -0.831935], [-0.715965, 4.748417, -0.025211], [0.295129, 3.942762, 0.398242], [0.356800, 2.512102, 0.033164], [0.401920, 1.297453, 1.576146], [-1.223109, 1.367731, 2.407453], [-1.495635, 0.283157, 3.243392], [-2.699129, 0.198320, 3.920902], [-3.651679, 1.195439, 3.767258], [-3.383686, 2.284958, 2.954215], [-2.171572, 2.378136, 2.285056], [1.460739, 2.117862, 2.802070], [0.970399, 3.030164, 3.736872], [1.831210, 3.605180, 4.657544], [3.181701, 3.279887, 4.653993], [3.673801, 2.374360, 3.725641], [2.818208, 1.796442, 2.800459], [-0.352662, 0.154095, -2.576777], [-1.202790, 0.384418, -3.645659], [-0.695055, 0.300885, -4.930162], [0.643062, -0.023160, -5.131278], [1.471797, -0.286649, -4.053114], [0.976380, -0.190172, -2.753587], [1.924020, -0.643081, -1.253242], [3.425787, 0.357899, -1.313717], [4.449422, 0.066124, -0.447837], [5.601389, 0.857470, -0.385787], [5.751071, 1.951846, -1.274267], [4.750181, 2.332995, -2.098025], [3.405741, 1.671957, -2.062895], [2.473035, -2.295750, -1.863165], [3.744085, -2.561460, -2.365968], [4.039022, -3.812475, -2.891588], [3.071949, -4.805098, -2.923391], [1.802485, -4.545233, -2.423620], [1.505802, -3.300757, -1.891447], [-2.682085, 2.472009, -1.645359], [-2.548652, 4.925403, -1.166738], [-0.715418, 5.791935, 0.267293], [1.082088, 4.324360, 1.037114], [-0.755504, -0.500263, 3.353641], [-2.903552, -0.653963, 4.555883], [-4.600190, 1.123919, 4.284046], [-4.119011, 3.071731, 2.837967], [-1.969204, 3.250041, 1.685033], [-0.081752, 3.282457, 3.755552], [1.448462, 4.307884, 5.387065], [3.845380, 3.724334, 5.384612], [4.724292, 2.112755, 3.730516], [3.187962, 1.069645, 2.086906], [-2.248732, 0.594929, -3.458120], [-1.346894, 0.462020, -5.778655], [1.031527, -0.090278, -6.139605], [2.495147, -0.602439, -4.220639], [4.366900, -0.815942, 0.180654], [6.402656, 0.608408, 0.295738], [6.697826, 2.477796, -1.304548], [4.897711, 3.126620, -2.820507], [3.069908, 1.513473, -3.096512], [4.507331, -1.794764, -2.352014], [5.031749, -4.009731, -3.277079], [3.304104, -5.776125, -3.342103], [1.040304, -5.315448, -2.450933], [0.514440, -3.097503, -1.495592], [0.449093, -5.829516, 0.751194], [1.204288, -4.752803, 1.295665], [0.464736, -4.155290, 2.487427], [0.353689, -5.264821, 3.558379], [-0.365147, -4.885445, 4.721655], [1.248109, -2.989865, 3.087363], [2.086246, -1.712286, 1.844387], [-0.954501, -3.735817, 2.115348], [-1.216359, -2.301366, 0.791058], [0.819345, -6.045429, -0.107646], [1.370628, -3.973489, 0.553091], [2.190287, -5.104795, 1.635337], [1.365220, -5.602276, 3.823721], [-0.182692, -6.109492, 3.127080], [0.108109, -4.171062, 5.157528], [2.093610, -3.364365, 3.670298], [0.603498, -2.406902, 3.746720], [-1.483124, -3.425469, 3.014541], [-1.478965, -4.591618, 1.694487], [2.987290, 5.024633, -1.403627], [2.140702, 3.951841, -2.104711], [2.293105, 2.583877, -1.489271], [1.571869, 2.019140, -0.619681], [2.896905, 5.971009, -1.937216], [4.038215, 4.746054, -1.371192], [2.645508, 5.171054, -0.380887], [2.425456, 3.887061, -3.158245], [1.091574, 4.242053, -2.066068]], "forces_ev_per_angstrom": [[-0.28, 0.18, -0.33], [-0.34, 0.09, -0.10], [-0.20, -0.08, -0.50], [0.23, 0.18, 0.32], [-0.08, -0.36, -0.13], [0.07, 0.08, 0.10], [0.11, 0.09, 0.03], [-0.10, 0.07, -0.07], [0.02, -0.02, 0.36], [-0.30, 0.18, 0.15], [0.03, 0.09, 0.01], [0.07, -0.01, -0.02], [-0.02, 0.02, 0.04], [-0.01, -0.01, 0.02], [-0.04, 0.07, -0.01], [0.01, -0.07, 0.05], [0.26, -0.05, -0.23], [0.05, -0.04, -0.01], [0.02, 0.08, 0.04], [-0.04, -0.04, -0.01], [0.08, 0.08, 0.02], [-0.03, -0.02, -0.08], [0.36, -0.10, 0.13], [-0.19, 0.01, 0.07], [-0.03, -0.02, 0.04], [0.04, 0.02, -0.05], [-0.06, 0.02, -0.03], [-0.01, 0.13, 0.02], [0.28, -0.70, -0.02], [-0.07, 0.43, 0.16], [-0.25, -0.15, -0.21], [0.12, 0.12, 0.05], [0.07, 0.10, 0.00], [-0.06, -0.04, -0.08], [0.05, -0.17, 0.14], [0.07, 0.10, 0.08], [-0.10, 0.01, 0.04], [0.07, -0.04, 0.00], [0.01, 0.00, -0.01], [0.02, -0.02, 0.02], [-0.07, 0.09, -0.04], [-0.01, 0.02, 0.04], [-0.02, -0.03, -0.01], [-0.02, -0.01, -0.01], [0.01, -0.01, -0.02], [-0.04, -0.04, -0.05], [0.03, -0.01, -0.01], [0.00, 0.00, -0.01], [0.01, -0.01, 0.01], [0.01, 0.06, -0.13], [-0.02, -0.03, 0.00], [-0.02, -0.01, -0.01], [0.01, 0.00, -0.01], [-0.01, -0.02, -0.02], [0.01, 0.01, 0.03], [0.01, 0.00, -0.02], [0.01, 0.03, 0.00], [0.01, -0.04, 0.01], [0.01, 0.01, 0.02], [0.06, -0.02, -0.01], [-0.02, -0.04, 0.01], [0.00, -0.01, -0.02], [0.03, 0.05, 0.07], [0.04, -0.04, -0.08], [0.01, 0.00, 0.00], [-0.01, 0.00, 0.00], [0.01, 0.00, 0.02], [-0.02, 0.03, -0.02], [0.01, -0.05, 0.03], [-0.04, -0.08, 0.09], [0.15, 0.11, 0.12], [-0.21, -0.20, 0.05], [0.04, 0.04, -0.18], [-0.05, -0.01, 0.05], [0.10, 0.19, -0.22], [0.16, -0.16, 0.30], [0.19, 0.18, -0.12], [-0.24, -0.41, 0.08], [0.03, 0.02, -0.04], [-0.04, -0.02, 0.00], [-0.01, 0.01, -0.04], [-0.02, 0.00, -0.02], [-0.01, -0.01, 0.07], [0.05, 0.02, 0.00], [0.02, 0.02, 0.01], [0.00, -0.08, 0.07], [0.01, 0.00, 0.02], [-0.02, 0.01, -0.02], [-0.10, -0.07, -0.10], [0.03, 0.06, 0.14], [-0.05, 0.04, -0.07], [0.16, 0.15, 0.07], [0.01, 0.02, 0.04], [0.03, 0.02, 0.02], [0.03, 0.03, 0.02], [0.02, -0.02, 0.01], [-0.04, -0.02, -0.07]], "mulliken_spin": [1.169, 0.000, -0.032, 0.299, -0.046, 0.338, -0.101, 0.352, -0.101, 0.021, 0.030, 0.014, -0.008, 0.003, -0.010, 0.024, 0.041, 0.011, -0.001, 0.008, -0.012, -0.011, 0.010, 0.017, -0.005, 0.008, -0.016, 0.017, -0.033, 0.318, -0.172, 0.445, -0.099, 0.338, 0.031, 0.004, 0.033, 0.005, 0.001, -0.005, 0.007, 0.003, 0.003, -0.002, 0.023, -0.002, 0.000, 0.000, 0.002, -0.001, -0.007, 0.000, 0.000, 0.000, 0.030, 0.000, 0.000, 0.000, -0.001, -0.007, 0.009, 0.004, 0.001, 0.028, 0.006, 0.000, 0.000, 0.000, 0.001, 0.000, 0.005, -0.018, 0.000, 0.000, 0.003, -0.124, 0.013, 0.026, 0.001, -0.006, -0.001, 0.001, 0.000, 0.000, -0.006, -0.001, 0.003, 0.004, -0.001, -0.006, 0.040, 0.091, -0.001, -0.009, 0.002, -0.002, 0.001]}

---

{"formula": "H18O9", "method": "wB97M-V/def2-TZVPD", "e_tot_ha": -687.89479, "gap_ev": 10.1874, "smiles": "O.O.O.O.O.O.O.O.O", "relative_energy_kj_mol": 343.94, "homo_ev": -10.49, "species": ["H", "H", "H", "H", "H", "H", "H", "H", "H", "H", "H", "H", "H", "H", "H", "H", "H", "H", "O", "O", "O", "O", "O", "O", "O", "O", "O"], "coordinates": [[1.011712, 1.255201, -0.469470], [-0.467594, 1.038766, -0.195880], [0.958264, 2.323097, -1.866610], [1.949931, 1.537272, -2.708702], [0.370589, 0.614596, 2.424404], [0.116705, 2.094427, 2.660377], [2.142806, -2.510096, 0.112877], [1.314062, -2.083355, 1.313342], [-1.643345, -0.078176, 0.758481], [-1.181949, -1.508266, 0.530448], [-1.430715, -3.564738, -1.011019], [-0.089399, -2.953080, -0.641171], [1.337645, -1.368731, 3.357098], [0.506869, -1.776657, 4.562688], [-3.425529, 4.547443, -0.036382], [-3.827027, 3.192605, -0.596073], [0.725057, 0.385225, -3.880209], [1.531492, -0.264483, -4.992675], [0.403874, 0.684767, 0.014399], [1.879677, 2.041258, -1.890134], [-0.316802, 1.287261, 2.361137], [1.826776, -2.822865, 0.968032], [-1.205837, -0.815024, 1.199652], [-0.760675, -2.951157, -1.332817], [1.000412, -2.143623, 3.820570], [-4.169944, 4.077776, -0.429125], [1.442944, -0.239442, -4.033237]], "forces_ev_per_angstrom": [[0.39, -0.27, -0.05], [0.25, -0.05, 0.27], [0.12, 0.30, -0.26], [0.29, -0.28, -0.02], [-0.33, 0.01, -0.40], [-0.07, -0.02, 0.02], [0.13, 0.04, 0.04], [-0.12, -0.04, 0.04], [0.07, -0.23, 0.39], [-0.08, 0.02, -0.12], [0.06, -0.04, -0.09], [0.25, -0.17, 0.02], [0.05, -0.12, 0.15], [-0.05, -0.05, -0.09], [-0.12, 0.02, 0.00], [-0.13, 0.06, 0.02], [-0.18, -0.29, -0.07], [0.06, -0.05, 0.04], [0.39, 0.18, -0.97], [-0.17, 0.35, -0.11], [-0.01, 0.68, 1.10], [-0.19, 0.08, -0.33], [-0.66, -0.77, 0.12], [-0.22, 0.14, 0.24], [0.03, 0.19, 0.04], [0.23, -0.08, -0.01], [0.01, 0.37, 0.01]], "mulliken_charge": [0.360, 0.247, 0.302, 0.324, 0.237, 0.298, 0.333, 0.294, 0.237, 0.315, 0.322, 0.339, 0.295, 0.319, 0.319, 0.311, 0.317, 0.322, -0.489, -0.683, -0.578, -0.665, -0.537, -0.661, -0.611, -0.629, -0.639]}